# 1
Computed, not measured: a structure of composition C14H20BrClN4O3STi, with wB97M-V/def2-TZVPD.

Properties
- Energy relative to the best compared isomer or geometry (same formula, charge and spin): 24.9 kcal per mole
- E_HOMO (spin up / spin down): -7.137 / -8.224 eV
- Spin multiplicity: 3
- Maximum force: 1.93 eV Å⁻¹
- Kohn-Sham gap (spin up / spin down): 0.2472 / 0.2841 Eh
- M: 487.63 u

```
45
Properties=species:S:1:pos:R:3:forces:R:3
Ti -0.3698 -0.8093 -0.6661 0.375 -1.689 -0.476
N -2.3532 -1.7124 0.0396 -0.343 -0.213 0.150
C -2.4690 -3.1874 0.0658 0.168 0.177 -0.051
C -1.5447 -3.7818 1.1157 -0.043 -0.019 0.090
C -0.0645 -3.5159 0.8986 0.053 0.238 -0.099
N 0.2676 -2.0729 1.0793 -0.004 -0.193 0.407
H -2.6896 -1.3415 0.9255 0.018 0.057 -0.016
H -2.9818 -1.3519 -0.6737 0.005 -0.023 -0.033
H -2.1907 -3.5367 -0.9285 0.019 -0.045 -0.013
H -3.4960 -3.5058 0.2545 -0.038 -0.010 0.042
H -1.6988 -4.8619 1.1333 0.018 -0.018 0.005
H -1.8284 -3.4228 2.1138 -0.034 -0.006 -0.013
H 0.2193 -3.7886 -0.1174 0.034 -0.018 -0.057
H 0.5242 -4.1220 1.5875 -0.002 -0.064 0.059
H 1.2666 -1.9664 1.2279 0.024 -0.059 -0.039
H -0.1611 -1.7697 1.9517 0.033 0.009 0.012
N 1.7539 -1.8565 -1.5092 -0.011 0.401 0.100
C 1.9022 -0.4708 -1.1908 0.682 -0.136 -0.215
C 1.3296 0.4903 -2.0190 0.344 0.350 -0.223
C 1.4440 1.8455 -1.6866 -0.104 0.054 0.111
C 2.0721 2.2474 -0.5226 0.042 -0.287 -0.187
C 2.6555 1.2766 0.2961 -0.063 0.214 0.021
C 2.5777 -0.0604 -0.0340 -0.010 -0.233 0.097
S 2.2123 3.9968 -0.1331 0.494 -0.343 0.232
O 2.5785 3.9888 1.2737 -0.034 0.065 -0.056
O 0.8722 4.4857 -0.3968 -0.395 0.298 -0.151
O 3.2367 4.4574 -1.0480 -0.196 0.059 0.102
H 2.5707 -2.3896 -1.2439 -0.063 -0.130 0.052
H 1.5356 -2.0054 -2.4869 0.003 -0.041 -0.023
H 0.9476 0.2022 -2.9887 -0.169 -0.017 0.033
H 1.0328 2.5983 -2.3488 0.015 -0.005 0.013
H 3.1661 1.6024 1.1939 0.009 0.009 -0.018
H 3.0743 -0.8008 0.5886 -0.016 0.009 -0.009
Cl -0.1688 3.0779 3.2843 -0.015 -0.020 -0.117
C -0.7917 2.6308 1.7416 0.237 -0.416 0.291
C -1.4320 3.5364 0.9334 -0.100 0.483 0.141
C -1.9525 3.0918 -0.2632 -0.159 -0.189 -0.432
C -1.7769 1.7779 -0.6435 0.088 0.069 0.259
N -1.1090 0.8934 0.1291 -0.607 1.734 0.585
C -0.6397 1.3238 1.3087 -0.086 0.120 0.075
H -1.5207 4.5698 1.2378 0.036 -0.027 -0.041
H -2.4671 3.7740 -0.9244 0.015 -0.005 -0.001
H -2.1482 1.4033 -1.5886 0.026 -0.022 -0.063
H -0.1211 0.6117 1.9392 0.048 -0.015 -0.040
Br -1.2642 -1.5515 -2.9058 -0.293 -0.103 -0.501
```
Positions in Å, forces in eV/Å.

***

# 2
Computed, not measured: a structure of composition C14H20ClI2O4PPtS2, with wB97M-V/def2-TZVPD.

Properties
- Energy relative to the best compared isomer or geometry (same formula, charge and spin): 46.6 kcal per mole
- E_HOMO (spin up / spin down): -7.454 / -7.449 eV
- Spin multiplicity: 3
- Maximum force: 0.49 eV Å⁻¹
- Kohn-Sham gap (spin up / spin down): 0.2425 / 0.1618 Eh
- M: 831.76 u

```
45
Properties=species:S:1:pos:R:3:forces:R:3
Pt 1.8759 1.4386 1.5478 -0.050 0.276 -0.028
I 1.5743 -1.0734 2.0643 -0.084 -0.179 0.067
C 2.2339 -0.5820 4.1616 0.042 -0.056 0.004
I 2.8826 1.4422 4.1857 -0.045 -0.075 0.004
H 3.0797 -1.2012 4.4438 -0.002 0.002 0.030
H 1.4189 -0.6804 4.8720 -0.008 0.015 -0.007
Cl 4.0557 5.8745 -3.8824 -0.001 0.007 -0.022
C 3.6681 5.0366 -2.4170 -0.025 -0.025 -0.001
C 4.4201 5.2805 -1.2649 -0.008 -0.006 -0.001
C 4.1245 4.6257 -0.0945 -0.036 0.007 -0.031
C 3.0667 3.7013 -0.0245 -0.035 0.007 0.022
O 2.8342 3.1440 1.1468 0.072 0.035 -0.018
C 2.3166 3.4567 -1.1985 0.082 -0.077 -0.043
C 1.2067 2.5321 -1.2651 0.000 0.049 0.041
O 0.7469 1.8655 -0.3439 -0.025 -0.178 -0.025
C 2.6336 4.1369 -2.3850 0.043 0.020 0.023
H 5.2364 5.9883 -1.3055 0.011 0.012 0.002
H 4.6950 4.8058 0.8058 0.007 0.001 0.008
H 0.7270 2.4310 -2.2499 -0.045 0.073 0.028
H 2.0511 3.9463 -3.2768 0.001 -0.008 -0.028
C -2.8304 -4.5569 0.9248 -0.004 0.015 0.037
C -1.6949 -3.8250 1.6161 -0.075 -0.237 -0.133
C -2.1459 -2.5683 2.3372 0.039 -0.001 -0.006
O -0.6043 -3.5911 0.6950 0.253 0.342 0.236
P -0.5381 -2.7820 -0.6773 -0.045 -0.185 -0.082
S -0.4649 -3.8885 -2.2577 -0.082 0.020 -0.009
S 1.0590 -1.5224 -0.5556 0.074 0.058 -0.083
O -1.8791 -1.9024 -0.5551 0.017 0.010 0.096
C -2.2216 -0.9681 -1.6024 0.006 0.009 -0.057
C -3.3759 -1.5409 -2.3997 0.037 0.002 0.012
C -2.5503 0.3473 -0.9264 0.022 -0.016 -0.025
H -3.5797 -4.8427 1.6647 -0.026 -0.006 0.001
H -2.4609 -5.4565 0.4354 0.011 -0.002 -0.021
H -3.3021 -3.9218 0.1760 -0.006 0.013 -0.003
H -1.2333 -4.5000 2.3412 -0.030 0.031 0.004
H -2.6781 -1.8999 1.6663 -0.012 0.032 -0.006
H -1.2924 -2.0367 2.7583 -0.005 0.001 0.009
H -2.8093 -2.8479 3.1570 -0.010 -0.026 0.008
H -1.3470 -0.8447 -2.2493 -0.040 0.003 -0.004
H -4.2474 -1.6730 -1.7559 -0.018 0.003 0.016
H -3.0974 -2.5053 -2.8214 0.008 0.003 -0.004
H -3.6440 -0.8634 -3.2116 -0.013 0.011 -0.014
H -3.3800 0.2121 -0.2304 -0.019 -0.001 0.011
H -2.8452 1.0897 -1.6695 0.000 0.019 -0.015
H -1.6848 0.7197 -0.3795 0.021 0.003 0.006
```
Positions in Å, forces in eV/Å.

***

# 3
Computed, not measured: the molecule C14H20ClNOS, with wB97M-V/def2-TZVPD.

Properties
- E_HOMO: -8.386 eV
- SMILES: CCCCCNC(=O)[C@@H](C)Sc1ccc(Cl)cc1
- Maximum force: 0.52 eV Å⁻¹
- Kohn-Sham gap: 0.3282 Eh
- M: 285.84 u

```
38
Properties=species:S:1:pos:R:3:forces:R:3
C 3.3981 -4.6437 -0.5308 -0.244 -0.027 -0.033
C 1.9855 -4.2398 -0.9365 0.119 0.174 -0.113
C 1.7234 -2.7388 -0.8026 -0.075 -0.249 0.277
C 1.7057 -2.2636 0.6493 0.037 0.280 -0.274
C 1.4219 -0.7651 0.7752 0.115 -0.219 0.330
N 0.0866 -0.4198 0.3464 0.313 -0.190 -0.308
C -0.8954 -0.0927 1.2041 -0.238 -0.131 -0.441
O -0.7482 -0.0010 2.4048 0.012 0.060 0.415
C -2.2619 0.1234 0.5426 -0.134 0.424 -0.250
C -3.2478 0.8391 1.4492 0.061 -0.154 0.108
H -2.9585 1.8776 1.5945 -0.031 0.023 0.047
H -4.2466 0.8086 1.0208 -0.020 0.009 -0.049
H -3.2550 0.3491 2.4201 -0.028 0.037 0.072
H -2.6485 -0.8717 0.2925 0.058 0.080 -0.011
S -2.1519 0.9127 -1.1103 -0.185 -0.274 -0.059
C -1.6240 2.5730 -0.7989 -0.037 -0.234 0.077
C -0.8889 2.9534 0.3157 -0.030 0.035 -0.102
C -0.5060 4.2738 0.4700 0.009 0.144 -0.036
C -0.8427 5.2075 -0.4962 -0.059 -0.229 -0.026
C -1.5633 4.8328 -1.6207 0.106 0.101 0.070
C -1.9555 3.5177 -1.7660 0.041 -0.150 0.131
H -2.5226 3.2103 -2.6311 -0.103 0.022 -0.100
H -1.8200 5.5653 -2.3694 -0.009 0.090 -0.051
Cl -0.3588 6.8553 -0.3000 0.053 0.194 0.021
H 0.0576 4.5720 1.3398 0.054 0.072 0.068
H -0.6091 2.2379 1.0716 0.027 -0.004 0.089
H -0.1268 -0.4731 -0.6387 -0.092 0.163 0.144
H 1.4975 -0.4624 1.8224 0.069 0.046 -0.162
H 2.1437 -0.1942 0.1827 -0.002 -0.011 0.081
H 0.9450 -2.8143 1.2064 0.002 -0.036 0.086
H 2.6723 -2.4602 1.1131 0.039 -0.052 0.078
H 0.7583 -2.5183 -1.2653 -0.012 0.076 -0.063
H 2.4909 -2.1895 -1.3535 0.011 0.074 -0.084
H 1.8239 -4.5277 -1.9780 -0.071 -0.066 0.025
H 1.2624 -4.7865 -0.3273 -0.083 -0.039 -0.047
H 4.1337 -4.0803 -1.1009 0.131 0.048 -0.040
H 3.5698 -4.4643 0.5272 0.098 0.000 0.108
H 3.5551 -5.7025 -0.7224 0.098 -0.088 0.021
```
Positions in Å, forces in eV/Å.

***

# 4
Computed, not measured: a structure of composition C14H20F6MnNO15S2, with wB97M-V/def2-TZVPD.

Properties
- E_HOMO (spin up / spin down): -2.618 / -2.976 eV
- Spin multiplicity: 6
- Maximum force: 6.02 eV Å⁻¹
- Charge: -1
- Kohn-Sham gap (spin up / spin down): 0.1736 / 0.1867 Eh
- M: 675.37 u

```
59
Properties=species:S:1:pos:R:3:forces:R:3
Mn 32.4671 -6.9600 1.8242 1.859 1.284 3.383
C 33.5862 -9.0085 -1.5537 -0.723 -0.152 2.266
F 32.7072 -9.2996 -2.4597 -1.007 0.114 -1.435
F 34.6999 -9.6619 -1.8555 0.407 0.551 0.211
F 33.7616 -7.6637 -1.5041 0.194 -1.257 -0.409
S 32.9041 -9.6931 0.1571 2.941 -0.140 2.637
O 32.4894 -11.0616 0.0160 -1.042 0.636 -1.381
O 34.0210 -9.6555 1.0711 -0.407 1.386 -1.170
N 31.7550 -8.5049 0.6684 0.534 -3.643 -3.237
S 30.3506 -9.0306 0.0799 -2.368 -1.254 1.507
O 29.3848 -7.9754 0.0130 0.097 0.475 0.496
O 30.2920 -9.9383 -1.0411 0.690 0.398 0.381
C 29.7851 -10.1539 1.6600 0.769 0.478 -1.656
F 28.4604 -10.3683 1.6179 0.240 0.415 0.383
F 30.3472 -11.4038 1.5507 -0.411 1.777 1.020
F 30.1203 -9.4682 2.7943 -0.503 -1.784 -1.212
O 33.6034 -7.8468 3.2841 -0.849 -0.855 0.044
H 33.1239 -8.4550 3.8796 0.404 0.417 -0.492
O 32.9076 -5.2789 2.9608 -0.525 1.202 -0.111
H 32.5468 -4.3799 3.0881 0.125 -0.738 -0.347
C 30.2601 -2.8507 -3.0071 -0.817 -0.685 1.491
C 29.7483 -3.9361 -2.0037 0.141 -1.112 -1.455
C 29.8593 -5.4013 -2.5876 0.232 0.783 0.282
O 30.5409 -6.0763 -1.5384 -0.684 -2.119 -2.244
C 31.1454 -5.2743 -0.7489 1.194 -0.082 3.857
O 31.9030 -5.6560 0.1461 -2.186 2.431 -3.096
O 30.6383 -4.0194 -0.9261 1.691 0.633 1.253
H 31.2874 -3.1257 -3.2459 -0.116 0.086 -0.302
H 30.2677 -1.8968 -2.4797 0.051 0.069 -0.135
H 29.6044 -2.7728 -3.8744 0.194 -0.111 -0.085
H 28.7640 -3.8099 -1.5527 -0.175 0.521 -0.418
H 30.5200 -5.4217 -3.4543 -0.127 0.037 -0.208
H 28.9342 -5.9346 -2.8065 0.032 0.208 0.170
C 37.2587 -3.3404 -0.7586 -0.710 0.913 -0.916
C 36.5645 -4.6156 -1.1060 -1.367 0.258 1.103
C 37.3435 -5.7928 -0.7097 -0.303 -1.188 -1.011
O 36.2807 -6.7370 -0.2127 3.029 -0.761 -0.066
C 35.2345 -6.0112 0.2036 -2.586 -2.065 0.864
O 34.2173 -6.3882 0.7827 4.600 0.874 -2.127
O 35.4202 -4.8311 -0.2802 -1.820 4.568 -0.112
H 38.1381 -3.2645 -1.3980 0.561 -0.188 0.511
H 37.4024 -3.2245 0.3157 0.324 -0.054 -0.203
H 36.6618 -2.5167 -1.1502 -0.243 0.211 0.421
H 36.2104 -4.5819 -2.1363 0.079 -0.298 -0.121
H 38.1394 -5.4520 -0.0475 -0.396 -0.886 0.917
H 37.8365 -6.0680 -1.6421 -0.023 -1.401 0.316
C 28.1980 -3.2563 2.3342 -0.158 -0.198 -1.383
C 27.9595 -4.6066 2.9952 -2.858 3.133 1.268
C 27.2689 -5.7761 2.2991 0.349 0.809 0.972
O 28.3706 -6.6847 2.1769 -0.093 0.400 0.167
C 29.4698 -6.2278 2.8796 2.666 -1.159 -1.048
O 30.5616 -6.8265 2.8343 -5.330 2.577 1.079
O 29.1529 -4.9982 3.4776 3.525 -4.057 -0.260
H 28.8717 -3.4059 1.4905 0.106 0.127 -0.197
H 28.6750 -2.5287 2.9908 -0.040 -0.353 0.258
H 27.2799 -2.8054 1.9574 -0.165 -0.068 -0.004
H 27.3968 -4.3406 3.8900 -0.591 -0.157 0.137
H 26.6749 -5.4395 1.4494 1.096 -0.390 -1.091
H 26.4501 -6.1552 2.9106 0.491 -0.616 0.538
```
Positions in Å, forces in eV/Å.

***

# 5
Computed, not measured: a cluster of 2 separate species, C14H20N2O in total, with wB97M-V/def2-TZVPD.

Properties
- Energy relative to the best compared isomer or geometry (same formula, charge and spin): 56.4 kcal per mole
- E_HOMO: -8.081 eV
- SMILES: Cc1c[nH]c2ccccc12.CCN(C)C(C)=O
- Maximum force: 3.31 eV Å⁻¹
- Kohn-Sham gap: 0.3203 Eh
- M: 232.33 u

```
37
Properties=species:S:1:pos:R:3:forces:R:3
C 1.6109 -2.6775 1.6028 -0.085 -2.225 1.710
C -0.6038 -1.3343 1.8897 -1.336 -1.187 -0.240
C 0.1690 -2.4213 1.3115 0.225 0.573 -0.454
C -1.8058 -1.2744 1.1259 1.102 0.787 0.479
C -0.5064 -2.8536 0.1929 0.624 1.088 1.169
C -0.4665 -0.4365 2.9585 0.592 0.953 -0.692
C -1.3371 0.6342 3.0496 -1.304 -0.469 0.667
C -2.5651 0.6586 2.3264 1.164 0.020 1.001
C -2.7429 -0.2644 1.3477 -1.346 -0.923 -0.909
N -1.7341 -2.2183 0.1360 -0.086 -0.001 -0.586
H 0.3976 -0.4545 3.6048 0.163 -0.122 0.051
H -1.2413 1.3809 3.8261 0.321 -0.083 0.120
H -3.3758 1.2966 2.6795 0.358 0.208 -0.572
H 1.8153 -3.2619 2.5618 -0.777 1.155 -0.416
H 2.1047 -1.7174 1.7193 0.683 -0.240 -0.531
H -0.0137 -3.3013 -0.6494 -0.479 -0.662 -0.162
H -2.2935 -2.1696 -0.6965 -0.070 -0.125 0.021
H -3.6491 -0.2430 0.7452 -0.016 -0.098 0.112
H 2.0211 -3.4991 0.9811 0.156 1.303 -0.691
C -0.3819 1.8182 -2.1264 0.190 -2.210 -1.232
C -0.9574 1.0092 -0.9358 2.691 0.614 -0.284
C 1.3406 3.4601 -2.2022 1.624 1.984 1.339
C 1.9980 -0.2868 -1.9605 2.881 0.292 -1.601
C 2.2004 1.2130 -2.2411 -0.448 -0.231 1.359
O 3.3119 1.6990 -2.3718 -0.078 -0.609 -0.391
N 1.1042 2.0246 -2.1271 -1.858 2.191 0.298
H -0.6779 1.2569 -3.1212 0.399 1.242 1.754
H -0.7862 2.8291 -2.1132 -0.164 -0.303 -0.324
H -1.9575 0.7914 -1.1484 -1.641 -0.265 -0.117
H -0.8586 1.5725 0.0228 -0.018 -0.667 -0.680
H 2.3794 3.6661 -1.9847 0.426 -0.324 -0.192
H 2.2649 -0.8002 -2.9189 -1.114 0.178 0.403
H 1.0834 -0.5696 -1.4837 -0.072 -0.382 -0.011
H -0.3850 0.0583 -0.9362 -0.761 0.610 0.653
H 1.1761 3.9633 -3.1242 -0.323 -0.357 -1.515
H 0.8916 4.2604 -1.5187 -0.471 -2.100 0.065
H 2.9450 -0.5934 -1.4435 -1.148 0.387 0.399
```
Positions in Å, forces in eV/Å.

***

# 6
Computed, not measured: a cluster of 2 separate species, C14H20N2O in total, with wB97M-V/def2-TZVPD.

Properties
- Energy relative to the best compared isomer or geometry (same formula, charge and spin): 38.1 kcal per mole
- E_HOMO: -7.869 eV
- SMILES: Cc1c[nH]c2ccccc12.CCN(C)C(C)=O
- Maximum force: 2.55 eV Å⁻¹
- Kohn-Sham gap: 0.3153 Eh
- M: 232.33 u

```
37
Properties=species:S:1:pos:R:3:forces:R:3
C 1.0348 0.2358 3.6178 0.787 -0.754 -0.919
C 0.9622 -1.4890 1.6636 -0.929 0.318 -1.481
C 1.4810 -0.3097 2.2790 -0.224 -0.202 0.991
C 1.6617 -1.6748 0.4424 1.092 -1.077 2.036
C 2.5643 0.0630 1.5503 -0.250 -0.128 0.322
C -0.0362 -2.4161 1.9742 0.362 0.125 0.682
C -0.2152 -3.5315 1.1840 -0.346 0.705 0.364
C 0.5249 -3.7253 0.0024 -1.089 0.216 0.734
C 1.5406 -2.8454 -0.2935 0.246 0.093 -0.745
N 2.7140 -0.7960 0.4923 0.412 0.678 -1.052
H -0.5915 -2.2847 2.8980 -0.076 -0.154 -0.083
H -0.9593 -4.2271 1.5502 -0.081 -0.211 -0.527
H 0.0876 -4.4689 -0.6472 0.962 -0.484 -0.257
H 1.9482 0.5831 4.1013 -0.463 0.860 0.187
H 0.7306 -0.5969 4.2307 -0.373 -0.364 0.237
H 3.2356 0.8819 1.7452 0.172 -0.031 -0.155
H 3.5256 -0.8170 -0.0995 -0.181 0.061 -0.152
H 2.3126 -3.0511 -1.0204 -0.294 -0.060 -0.587
H 0.1878 0.9054 3.5075 0.240 0.459 0.338
C -0.7489 1.6064 -2.6122 1.276 0.173 0.144
C 0.6133 1.0939 -2.0920 0.121 0.112 0.438
C -2.7361 0.2330 -2.0812 -0.520 -0.243 -0.313
C -1.3435 3.2737 -0.3229 0.277 2.145 -0.290
C -2.2709 2.1649 -0.7398 0.163 -0.073 -0.040
O -3.4020 2.1159 -0.2925 -0.001 -0.332 0.357
N -1.8494 1.3086 -1.7197 0.228 0.132 0.219
H -0.5840 2.6746 -2.7242 -0.681 0.108 -0.217
H -0.9675 1.2155 -3.6036 -0.142 -0.118 0.053
H 1.1612 0.4634 -2.7841 -0.230 -0.487 -0.005
H 0.4345 0.6235 -1.1234 0.217 -0.464 -0.214
H -2.2269 -0.6248 -2.5133 0.466 0.202 -0.144
H -0.7963 3.4024 0.6148 -0.443 -1.366 0.357
H -2.0138 4.1408 -0.2672 0.074 -0.022 -0.180
H 1.3240 1.8937 -1.8698 -0.250 0.314 -0.072
H -3.2527 -0.1566 -1.2168 -0.165 0.204 0.307
H -3.4827 0.5856 -2.7942 -0.180 -0.100 -0.074
H -0.5675 3.5498 -1.0362 -0.173 -0.235 -0.262
```
Positions in Å, forces in eV/Å.

***

maximum force of number 3 (C14H20ClNOS)?
0.52 eV Å⁻¹

***

Among the records above, which one has the lowest maximum force?
C14H20ClI2O4PPtS2

***

What is the maximum force in the fifth record?
3.31 eV Å⁻¹

***

What is the maximum force in the sixth record?
2.55 eV Å⁻¹